1.
{"formula": "C2H9N3O", "method": "wB97M-V/def2-TZVPD", "lumo_energy_ev": [0.52, 0.57], "multiplicity": 1, "elements": ["C", "C", "N", "N", "N", "O", "H", "H", "H", "H", "H", "H", "H", "H", "H"], "positions_angstrom": [[-1.3977, 0.6978, -0.3979], [1.3673, 0.1055, -0.8386], [-0.5829, 0.5115, -1.3852], [0.8194, -1.8278, 1.2236], [-1.2884, 1.7747, 0.4216], [0.0004, -1.0684, 0.4416], [-0.8052, -0.3456, -1.8765], [-2.2401, 0.0418, -0.1903], [0.8304, -1.5027, 2.1895], [0.5583, -2.8119, 1.1941], [-1.7136, 1.7186, 1.3314], [-0.4302, 2.3023, 0.3699], [1.5986, 0.6436, -1.7481], [1.5423, 0.6679, 0.0662], [1.7415, -0.9071, -0.8015]], "atomic_forces_ev_per_a": [[0.2, 0.0, 0.0], [-0.3, -0.1, 0.1], [0.1, 0.0, 0.2], [0.2, 0.0, 0.0], [0.0, -0.1, -0.1], [0.0, 0.2, -0.2], [0.0, 0.0, 0.1], [0.0, 0.0, 0.0], [-0.1, 0.0, -0.1], [0.0, 0.2, 0.0], [0.0, 0.0, -0.1], [0.0, 0.0, 0.0], [-0.1, 0.0, 0.0], [0.0, 0.0, 0.0], [0.0, 0.0, 0.1]]}

***

2.
{"formula": "C2H9N3O", "method": "wB97M-V/def2-TZVPD", "lumo_energy_ev": 0.66, "multiplicity": 1, "elements": ["N", "C", "N", "H", "H", "H", "H", "H", "N", "C", "O", "H", "H", "H", "H"], "positions_angstrom": [[-1.4508, 0.5641, 1.2631], [-1.6825, 1.0986, 0.0939], [-0.8869, 0.9061, -0.9335], [-0.7778, -0.2992, 1.2367], [-2.0745, 0.7957, 2.0037], [-2.5076, 1.7915, -0.0218], [-1.2567, 1.2343, -1.8046], [0.1365, 0.4040, -0.8620], [1.5814, -0.0768, -0.6339], [1.2031, -1.4163, 0.1044], [0.3434, -1.2079, 1.0662], [2.0765, 0.4206, 0.1032], [2.2965, -0.3473, -1.3001], [0.8324, -2.0230, -0.7459], [2.1670, -1.8444, 0.4307]], "atomic_forces_ev_per_a": [[-0.4, -0.1, -0.7], [0.6, 0.1, 0.3], [0.1, -0.5, 0.1], [0.9, -0.1, 0.2], [-0.3, 0.0, 0.4], [-0.2, 0.0, -0.1], [0.2, 0.2, -0.3], [-0.6, 0.7, -0.2], [0.1, -1.0, 0.9], [0.3, 0.3, -1.1], [-0.6, 0.2, 0.9], [-0.1, 0.4, -0.1], [0.0, 0.2, -0.4], [0.0, -0.2, 0.0], [0.0, -0.1, 0.1]]}

***

3.
{"formula": "C2H9N3O", "method": "wB97M-V/def2-TZVPD", "lumo_energy_ev": 0.82, "multiplicity": 1, "smiles": "NC=O.NCN", "elements": ["N", "C", "O", "H", "H", "H", "N", "C", "N", "H", "H", "H", "H", "H", "H"], "positions_angstrom": [[-0.9691, 0.6966, 1.4764], [0.4410, 0.8518, 1.6020], [0.9478, 1.9287, 1.7716], [-1.2329, -0.2098, 0.9802], [-1.4254, 1.5764, 1.1724], [1.0266, -0.0451, 1.4296], [-0.2260, -2.1483, -0.8429], [-0.5126, -0.9251, -1.6183], [0.5370, 0.0205, -1.9867], [-0.8790, -2.9223, -0.9503], [0.6845, -2.3112, -0.4668], [-1.0475, -1.2520, -2.4100], [-1.2958, -0.4157, -1.0676], [0.1763, 0.8598, -1.6568], [1.4463, -0.2515, -1.6337]], "atomic_forces_ev_per_a": [[1.3, -1.2, -1.0], [-2.1, 0.8, -0.8], [0.3, 0.1, 0.3], [0.3, 1.9, 0.9], [0.3, -1.1, 0.4], [0.0, -0.6, 0.3], [0.0, 0.8, 0.0], [0.2, -0.5, 2.5], [-0.1, -2.7, -0.3], [0.8, 0.4, -0.1], [0.1, -0.3, 0.0], [-1.2, -1.0, -3.3], [0.0, 0.8, 0.4], [0.4, 2.0, 0.8], [-0.1, 0.5, 0.1]]}

***

4.
{"formula": "C2H9N3O", "method": "wB97M-V/def2-TZVPD", "lumo_energy_ev": 0.76, "multiplicity": 1, "smiles": "NC=O.NCN", "elements": ["N", "C", "O", "H", "H", "H", "N", "C", "N", "H", "H", "H", "H", "H", "H"], "positions_angstrom": [[1.5061, -1.4705, 0.1470], [2.1167, -2.3796, 0.9494], [1.5607, -3.0287, 1.8017], [2.0646, -0.8144, -0.3716], [0.5723, -1.1715, 0.4051], [3.1784, -2.5077, 0.6919], [-1.4215, -0.0053, -0.0436], [-0.7613, 1.2887, -0.2944], [-1.5548, 2.0805, -1.1835], [-1.1998, -0.2880, 0.8983], [-2.3851, 0.1001, -0.3277], [-0.5629, 1.7985, 0.6603], [0.2146, 1.1279, -0.7499], [-2.2956, 2.6181, -0.7568], [-1.0323, 2.6518, -1.8261]], "atomic_forces_ev_per_a": [[-0.2, 0.3, 0.3], [0.0, 0.0, -0.3], [0.0, 0.0, 0.1], [0.0, -0.1, 0.0], [0.1, -0.2, -0.4], [0.2, -0.1, 0.1], [1.1, 0.8, -0.6], [0.1, -0.1, 0.5], [-0.4, 0.0, -0.5], [-1.0, -0.2, 0.2], [-0.1, -0.5, 0.6], [0.0, 0.0, 0.0], [0.1, 0.0, -0.2], [0.2, 0.0, 0.1], [0.0, 0.0, 0.0]]}

***

5.
{"formula": "C2H9N3O2", "method": "wB97M-V/def2-TZVPD", "lumo_energy_ev": [0.02, -0.53], "multiplicity": 1, "elements": ["C", "N", "C", "N", "O", "H", "H", "H", "H", "H", "H", "N", "O", "H", "H", "H"], "positions_angstrom": [[-1.8039, -0.0527, 0.8152], [-0.4606, -0.5893, 0.5395], [0.0148, -0.2612, -1.1036], [1.2564, -0.9295, -1.2094], [-0.8880, -0.3573, -1.9259], [-0.4303, -1.6040, 0.5859], [1.9825, -0.5557, -0.6044], [1.5427, -1.0182, -2.1757], [-2.4660, -0.3305, -0.0013], [-1.7323, 1.0307, 0.8654], [-2.1807, -0.4445, 1.7601], [1.3953, 1.2616, 1.0881], [0.7669, 1.8199, 0.0935], [0.3320, 0.9724, -0.7685], [2.4055, 1.2551, 0.8573], [0.2658, -0.1969, 1.1837]], "atomic_forces_ev_per_a": [[0.2, 0.0, 0.0], [0.1, -0.3, -0.2], [0.0, 0.6, 0.2], [0.0, -0.3, 0.2], [0.1, -0.1, 0.3], [-0.1, 0.0, 0.0], [-0.1, 0.0, -0.2], [0.0, 0.1, 0.1], [0.0, 0.0, 0.0], [0.0, 0.0, 0.0], [0.0, 0.0, 0.0], [-0.1, 0.0, -0.4], [0.4, -0.1, 0.4], [-0.2, -0.3, 0.2], [-0.1, 0.2, 0.0], [-0.3, 0.1, -0.4]]}

***

6.
{"formula": "C2H9N4", "method": "wB97M-V/def2-TZVPD", "total_charge": 1, "lumo_energy_ev": -4.49, "multiplicity": 1, "elements": ["C", "C", "N", "N", "N", "N", "H", "H", "H", "H", "H", "H", "H", "H", "H"], "positions_angstrom": [[-2.3603, 0.6023, 1.8954], [1.1633, -1.0833, -0.1446], [1.3731, 0.6582, -1.6373], [1.9833, -0.4931, -1.1894], [-0.1668, -0.6760, -0.4727], [-0.3744, 0.1963, -1.1845], [-3.4288, 0.4684, 1.8016], [-2.1477, 1.0472, 2.8587], [-1.8692, -0.3604, 1.8234], [1.2661, -2.1682, -0.0832], [1.3768, -0.6566, 0.8458], [1.4857, 0.8820, -2.6264], [-2.0118, 1.2570, 1.1064], [1.5535, 1.4736, -1.0428], [2.1572, -1.1475, -1.9505]], "atomic_forces_ev_per_a": [[0.0, 0.0, 0.1], [1.8, -0.2, 0.5], [0.3, 0.1, 0.2], [0.6, -0.3, 0.0], [-1.6, -0.1, -0.1], [-1.1, 0.4, -0.2], [-0.2, -0.1, -0.1], [0.1, 0.1, 0.2], [0.1, -0.2, 0.0], [0.0, 0.2, -0.2], [-0.1, -0.1, -0.2], [0.1, -0.2, 0.2], [0.0, 0.2, -0.1], [0.2, -0.2, -0.2], [-0.1, 0.3, 0.0]]}

***

> Which value of multiplicity does entry 1 give?

1